Record 1
{"formula": "C9H11O3", "method": "ωB97M-V with the def2-TZVPD basis set", "species": ["C", "C", "C", "C", "C", "C", "C", "O", "H", "H", "H", "H", "H", "H", "H", "H", "C", "C", "O", "O", "H", "H", "H"], "positions_angstrom": [[4.009, -1.184, -0.496], [0.215, 0.892, -0.638], [1.288, 1.302, -1.452], [0.403, -0.149, 0.271], [2.514, 0.666, -1.368], [1.632, -0.826, 0.283], [2.714, -0.395, -0.484], [-0.884, 1.645, -0.679], [-1.642, 1.260, -0.157], [1.054, 2.125, -2.115], [-0.356, -0.435, 0.968], [3.388, 0.924, -1.965], [1.770, -1.556, 1.055], [4.882, -0.797, 0.044], [4.322, -1.406, -1.521], [3.803, -2.188, -0.123], [-4.546, -0.355, 1.575], [-3.684, 0.569, 0.723], [-2.477, 0.167, 0.610], [-4.164, 1.589, 0.215], [-4.389, -1.360, 1.179], [-5.610, -0.155, 1.451], [-4.241, -0.333, 2.623]], "multiplicity": 1, "total_energy_ha": -575.353168, "relative_energy_ev": 0.143, "homo_energy_ev": -4.5572, "charge": -1}

---

Record 2
{"formula": "C9H11P", "method": "ωB97M-V with the def2-TZVPD basis set", "species": ["C", "C", "C", "C", "C", "C", "C", "C", "C", "P", "H", "H", "H", "H", "H", "H", "H", "H", "H", "H", "H"], "positions_angstrom": [[0.903, -1.192, -0.420], [0.643, -0.998, 1.047], [0.259, -0.816, -1.544], [-0.795, -1.301, 1.359], [-0.910, -0.017, -1.864], [-1.676, -0.364, 1.051], [-1.606, 0.808, -1.071], [-1.202, 0.900, 0.437], [2.033, 1.509, 0.489], [0.836, 0.773, 1.705], [1.773, -1.820, -0.597], [1.308, -1.658, 1.615], [0.720, -1.199, -2.452], [-1.062, -2.265, 1.765], [-1.214, -0.086, -2.903], [-2.743, -0.525, 1.154], [-2.395, 1.455, -1.409], [-1.657, 1.784, 0.887], [1.489, 2.199, -0.152], [2.501, 0.743, -0.124], [2.794, 2.070, 1.027]], "multiplicity": 1, "total_energy_ha": -690.766680, "relative_energy_ev": 1.458, "homo_energy_ev": -8.1536}

---

| no. | F_max (hartree/bohr) |
| --- | --- |
| 1 | 0.0284 |
| 2 | 0.0725 |